Record 1
{"formula": "C8H31N14O8", "method": "ωB97M-V/def2-TZVPD", "species": ["C", "O", "H", "H", "H", "C", "O", "N", "N", "H", "H", "H", "H", "C", "O", "N", "N", "H", "H", "H", "H", "C", "O", "N", "N", "H", "H", "H", "H", "C", "O", "N", "N", "H", "H", "H", "H", "C", "O", "N", "N", "H", "H", "H", "H", "C", "O", "N", "N", "H", "H", "H", "H", "C", "O", "N", "N", "H", "H", "H", "H"], "xyz": [[-0.4166, 0.2096, 0.5703], [-1.5618, 0.1473, -0.2353], [-0.5404, -0.4506, 1.4405], [0.5101, 0.0263, -0.0025], [-0.2407, 1.2391, 0.9669], [-2.9674, 4.0647, 1.8689], [-3.6869, 3.2563, 1.2996], [-1.6189, 3.8582, 1.9473], [-3.3701, 5.2059, 2.4824], [-1.1627, 3.1502, 1.4018], [-1.1308, 4.1947, 2.7582], [-2.6930, 5.8524, 2.8335], [-4.3541, 5.3697, 2.5856], [1.3071, -1.7707, 3.3756], [0.5226, -2.6424, 3.0285], [0.8979, -0.5832, 3.9320], [2.6380, -1.7952, 3.0446], [1.5869, 0.0316, 4.3147], [-0.0917, -0.4218, 3.9139], [3.2497, -1.1128, 3.4421], [2.8895, -2.5653, 2.4459], [-1.4272, 3.2376, -2.4039], [-2.5487, 2.7959, -2.1892], [-0.3920, 3.1558, -1.5512], [-1.1503, 3.9207, -3.5548], [0.5119, 3.5169, -1.7740], [-0.6047, 2.6359, -0.7156], [-0.1988, 4.1632, -3.7583], [-1.8384, 3.9595, -4.2816], [2.4921, -3.4681, -0.4950], [2.1328, -4.4708, 0.1285], [2.2239, -2.2220, -0.0579], [3.0080, -3.4727, -1.7735], [2.4816, -1.3588, -0.5494], [1.8693, -2.1042, 0.8707], [3.4661, -2.5901, -1.9538], [3.2289, -4.3375, -2.2270], [3.0619, 0.6120, -2.2676], [3.4759, -0.2734, -1.4934], [1.8592, 0.5536, -2.8702], [3.7661, 1.7425, -2.4494], [1.4738, 1.3562, -3.3297], [1.2993, -0.2924, -2.8161], [3.3264, 2.5041, -2.9361], [4.6323, 1.9570, -1.9974], [-2.7825, -3.6623, 2.5750], [-3.3535, -4.7076, 2.2521], [-2.1860, -3.4738, 3.7801], [-2.7525, -2.5726, 1.7779], [-1.4118, -2.8657, 3.9659], [-2.2938, -4.2748, 4.3823], [-2.9046, -2.7005, 0.7883], [-2.3520, -1.6834, 2.0022], [-0.7634, -1.6420, -3.2756], [-0.8449, -2.3619, -4.2902], [-1.2174, -0.3709, -3.2171], [-0.0726, -1.9411, -2.1606], [-1.2428, -0.1160, -2.2181], [-1.8947, -0.1385, -3.9235], [-0.3054, -1.4803, -1.2802], [0.4619, -2.7937, -2.1272]], "charge": -1, "total_energy_ev": -46047.220, "e_lumo_ev": 1.9, "fmax_ev_per_a": 2.45, "e_homo_ev": -3.92, "de_lowest_kcal_mol": 35.78}

***

Record 2
{"formula": "C3H9NO4S", "method": "ωB97M-V/def2-TZVPD", "species": ["C", "C", "C", "N", "O", "O", "O", "O", "S", "H", "H", "H", "H", "H", "H", "H", "H", "H"], "xyz": [[1.1371, -1.8115, 0.1706], [1.0536, 1.9650, -0.1780], [0.8537, -0.4880, -0.4990], [1.0554, 0.5080, 0.3799], [-3.2923, -0.7030, -0.1607], [-1.3543, -0.4679, 1.4903], [-1.8772, 1.2401, -0.1065], [-0.9270, -0.9442, -0.8811], [-1.7862, -0.1712, 0.1623], [0.3148, -2.1227, 0.8148], [1.2840, -2.6595, -0.5130], [2.0701, -1.6079, 0.8541], [1.1003, 1.8022, -1.2542], [0.2419, 2.7113, 0.0798], [1.9523, 2.3534, 0.1606], [1.2174, -0.2371, -1.5771], [-3.7570, 0.2130, -0.1995], [0.7133, 0.4199, 1.2568]], "total_energy_ev": -23770.584, "e_lumo_ev": 0.8, "fmax_ev_per_a": 6.23, "e_homo_ev": -10.39, "de_lowest_kcal_mol": 19.37}

***

Record 3
{"formula": "C17H20N4O2S", "method": "ωB97M-V/def2-TZVPD", "species": ["C", "H", "H", "H", "C", "C", "H", "H", "H", "H", "C", "C", "N", "C", "O", "C", "H", "H", "C", "N", "C", "C", "C", "C", "C", "C", "C", "N", "C", "S", "N", "C", "O", "H", "H", "H", "H", "H", "H", "H", "H", "H", "H", "H"], "xyz": [[-3.5497, -1.1145, 1.2958], [-3.2370, -1.1401, 2.3371], [-2.7061, -1.4243, 0.6852], [-4.3585, -1.8300, 1.1648], [-4.0162, 0.2908, 0.9242], [-5.0739, 0.7746, 1.9145], [-4.6742, 0.7819, 2.9255], [-5.9398, 0.1166, 1.8939], [-5.4030, 1.7825, 1.6706], [-3.1563, 0.9689, 0.9810], [-4.5881, 0.3452, -0.4980], [-3.5832, -0.0259, -1.5900], [-2.4167, 0.8309, -1.5599], [-1.1989, 0.3948, -1.2159], [-0.9520, -0.7741, -0.9624], [-0.1125, 1.4649, -1.1755], [-0.5233, 2.4733, -1.2051], [0.5331, 1.3262, -2.0475], [0.7279, 1.3008, 0.1013], [1.3484, 0.0076, 0.1817], [2.6786, 0.1173, 0.0915], [3.6378, -0.8937, 0.0409], [3.3439, -2.2762, 0.0269], [4.3596, -3.1835, -0.0246], [5.7031, -2.7496, -0.0639], [6.0211, -1.4251, -0.0525], [5.0009, -0.4417, 0.0007], [5.3347, 0.8384, 0.0134], [4.4493, 1.8106, 0.0607], [4.8632, 3.3962, 0.0802], [3.0503, 1.4356, 0.0931], [1.9301, 2.2594, 0.1008], [1.8781, 3.4520, 0.0860], [7.0416, -1.0799, -0.0820], [6.4865, -3.4922, -0.1041], [4.1457, -4.2411, -0.0363], [2.3133, -2.5979, 0.0574], [0.7950, -0.8052, -0.0728], [0.0988, 1.4861, 0.9808], [-2.5695, 1.8137, -1.7246], [-4.0598, 0.0590, -2.5716], [-3.2272, -1.0482, -1.4604], [-4.9601, 1.3553, -0.6899], [-5.4349, -0.3392, -0.5713]], "total_energy_ev": -38845.434, "e_lumo_ev": -0.6, "fmax_ev_per_a": 1.33, "smiles": "CC(C)CCNC(=O)C[C@H]1Nc2c3ccccc3nc(=S)n2C1=O", "e_homo_ev": -7.25, "de_lowest_kcal_mol": 21.04}

***

Record 4
{"formula": "C37H30N2O4P2S6Ti", "method": "ωB97M-V/def2-TZVPD", "species": ["Ti", "O", "C", "O", "C", "C", "C", "C", "C", "N", "C", "O", "O", "H", "H", "H", "H", "N", "C", "C", "C", "C", "C", "C", "P", "C", "C", "C", "C", "C", "C", "C", "C", "C", "C", "C", "C", "H", "H", "H", "H", "H", "H", "H", "H", "H", "H", "H", "H", "H", "H", "H", "H", "S", "S", "S", "S", "S", "P", "S", "C", "C", "C", "C", "C", "C", "C", "C", "C", "C", "C", "C", "H", "H", "H", "H", "H", "H", "H", "H", "H", "H"], "xyz": [[-0.1046, 1.5304, -1.1111], [-1.2625, 5.4000, -0.0670], [-0.5436, 4.3349, -0.4090], [-1.0664, 3.1758, -0.3780], [0.7984, 4.3445, -0.7875], [1.7016, 5.4212, -0.9124], [3.0029, 5.1841, -1.2389], [3.4243, 3.8273, -1.4319], [2.5155, 2.8319, -1.3355], [1.1905, 3.0388, -1.0496], [2.7909, 1.3651, -1.4480], [3.9098, 0.8929, -1.5269], [1.6766, 0.6818, -1.3863], [-2.2225, 5.1357, -0.2016], [1.3259, 6.4223, -0.7403], [3.7094, 5.9969, -1.3466], [4.4522, 3.5674, -1.6470], [-2.3897, 1.0144, -0.6361], [-2.7988, 0.2852, 0.5183], [-4.0088, -0.4041, 0.5526], [-4.3829, -1.1052, 1.6839], [-3.5583, -1.1278, 2.8045], [-2.3497, -0.4552, 2.7729], [-1.9600, 0.2483, 1.6343], [-0.3186, 0.9924, 1.4242], [0.7855, -0.1479, 2.3232], [1.2367, 0.0746, 3.6214], [2.0827, -0.8421, 4.2332], [2.4822, -1.9831, 3.5521], [2.0381, -2.2071, 2.2552], [1.1973, -1.2923, 1.6395], [-0.2967, 2.5122, 2.4196], [-1.4068, 2.9800, 3.1145], [-1.3662, 4.2172, 3.7430], [-0.2190, 4.9942, 3.6799], [0.8893, 4.5358, 2.9807], [0.8484, 3.3048, 2.3454], [-2.7576, 1.9813, -0.5898], [-2.7571, 0.5994, -1.4885], [-4.6474, -0.3773, -0.3213], [-5.3239, -1.6417, 1.6930], [-3.8496, -1.6825, 3.6879], [-1.6821, -0.4970, 3.6264], [0.9332, 0.9691, 4.1518], [2.4335, -0.6589, 5.2420], [3.1484, -2.6934, 4.0275], [2.3599, -3.0835, 1.7061], [0.8593, -1.4581, 0.6209], [-2.3153, 2.3910, 3.1388], [-2.2439, 4.5832, 4.2611], [-0.1984, 5.9702, 4.1492], [1.7761, 5.1515, 2.8945], [1.6973, 2.9707, 1.7577], [-4.0497, 4.1338, -0.7889], [-3.7554, 4.0151, -2.8470], [-1.7641, 3.9568, -3.3307], [-1.1274, 1.9724, -3.3041], [0.3797, -1.9211, -4.7408], [0.0809, -2.5034, -2.8934], [-0.7671, -1.2812, -1.5298], [1.6324, -3.1941, -2.2014], [2.5022, -2.3740, -1.4917], [3.7135, -2.8740, -1.0308], [4.0582, -4.1978, -1.2639], [3.1957, -5.0192, -1.9807], [1.9929, -4.5165, -2.4549], [-1.0070, -3.9904, -2.8346], [-1.3048, -4.5871, -1.6100], [-2.1282, -5.6994, -1.5520], [-2.6738, -6.2240, -2.7195], [-2.3867, -5.6305, -3.9388], [-1.5514, -4.5188, -3.9956], [2.2421, -1.3346, -1.3314], [4.3883, -2.2129, -0.5004], [5.0019, -4.5874, -0.8990], [3.4629, -6.0516, -2.1757], [1.3297, -5.1544, -3.0272], [-0.8978, -4.1602, -0.7009], [-2.3535, -6.1541, -0.5945], [-3.3254, -7.0891, -2.6743], [-2.8135, -6.0304, -4.8513], [-1.3101, -4.0416, -4.9384]], "charge": -2, "total_energy_ev": -156740.378, "e_lumo_ev": [4.1, 4.1], "fmax_ev_per_a": 0.55, "e_homo_ev": [-0.99, -0.98], "de_lowest_kcal_mol": 6.87}

***

Record 5
{"formula": "C63H74Cl2N2O26P", "method": "ωB97M-V/def2-TZVPD", "species": ["C", "C", "C", "C", "C", "C", "C", "C", "C", "C", "C", "C", "C", "C", "C", "C", "C", "C", "C", "C", "C", "N", "O", "P", "Cl", "C", "C", "C", "C", "N", "C", "O", "C", "Cl", "H", "H", "H", "H", "H", "H", "H", "H", "H", "H", "H", "H", "H", "H", "H", "H", "H", "H", "H", "H", "H", "H", "H", "H", "H", "H", "H", "H", "H", "H", "H", "H", "H", "H", "H", "H", "H", "H", "H", "H", "H", "H", "H", "H", "H", "H", "H", "H", "H", "H", "C", "C", "C", "O", "C", "C", "C", "O", "O", "O", "H", "H", "H", "H", "C", "C", "C", "O", "C", "C", "C", "O", "O", "O", "H", "H", "H", "H", "C", "C", "C", "O", "C", "C", "C", "O", "O", "O", "H", "H", "H", "H", "C", "C", "C", "O", "C", "C", "C", "O", "O", "O", "H", "H", "H", "H", "C", "C", "C", "O", "C", "C", "C", "O", "O", "O", "H", "H", "H", "H", "C", "C", "C", "O", "C", "C", "C", "O", "O", "O", "H", "H", "H", "H"], "xyz": [[-1.0286, -0.2088, 4.8416], [-2.1164, 0.9264, 5.3353], [-3.3269, 0.2049, 6.1850], [-4.7114, 0.3271, 5.2726], [-5.3335, 1.8701, 5.3450], [-5.0728, 2.7163, 3.9317], [-4.4770, 4.2417, 4.2128], [-3.7354, 4.8022, 2.8550], [-2.4248, 5.7765, 3.1715], [-1.2698, 5.0529, 4.0869], [0.2772, 5.4028, 3.6217], [0.9032, 4.3169, 2.5391], [1.6714, 3.0359, 3.2871], [2.5984, 2.1460, 2.2689], [2.1046, 0.5542, 2.1408], [2.6251, -0.0682, 0.6805], [1.3606, -0.5572, -0.2823], [1.2093, 0.3684, -1.6570], [-0.2341, 1.1343, -1.7849], [-1.3065, -0.1050, -1.7533], [-2.5449, 0.0324, -2.8367], [-2.1012, -0.4976, -4.1828], [-0.5445, 1.9490, -2.9703], [0.4246, 3.3948, -2.9174], [0.4057, 3.4707, -5.0821], [-1.0147, 4.6670, -2.7435], [-0.6697, 6.2912, -2.9546], [-2.0274, 7.2159, -2.7102], [-3.5055, 6.6693, -2.3084], [-3.7478, 5.2055, -2.1688], [-2.5622, 4.3255, -2.3702], [0.4051, 3.4731, -1.1425], [-0.1823, 2.2213, -0.5591], [-1.8007, 2.3282, 0.3376], [-1.4139, -0.8113, 3.8909], [-0.9283, -0.9883, 5.7189], [-0.0103, 0.3384, 4.5928], [-2.5688, 1.4547, 4.3858], [-1.6248, 1.7723, 6.0104], [-3.0846, -0.9513, 6.2588], [-3.4826, 0.6416, 7.2686], [-5.5463, -0.3705, 5.7466], [-4.5125, -0.0326, 4.1748], [-6.5122, 1.7401, 5.4688], [-4.9319, 2.4654, 6.2764], [-6.1482, 2.8059, 3.4233], [-4.3619, 2.0886, 3.2116], [-3.7973, 4.2669, 5.1650], [-5.4356, 4.9058, 4.4542], [-4.5511, 5.4477, 2.2788], [-3.4595, 3.9007, 2.1345], [-2.0389, 6.1438, 2.1096], [-2.8464, 6.7003, 3.7547], [-1.3768, 5.4627, 5.1896], [-1.4786, 3.8925, 4.0425], [0.2334, 6.4550, 3.0683], [0.9585, 5.4531, 4.5903], [-0.0314, 3.8579, 1.9688], [1.5773, 4.8224, 1.7146], [0.9213, 2.4174, 3.9433], [2.4215, 3.5526, 4.0583], [2.5295, 2.6752, 1.2043], [3.6957, 2.1347, 2.6852], [2.4750, -0.0758, 3.0622], [0.9184, 0.6063, 2.2062], [3.2020, -1.0700, 0.9771], [3.3517, 0.6564, 0.1149], [0.4077, -0.5207, 0.4078], [1.5777, -1.6740, -0.6393], [2.1138, 1.1312, -1.6224], [1.3792, -0.3176, -2.6115], [-0.7026, -1.0798, -2.0852], [-1.6928, -0.3470, -0.6585], [-3.3964, -0.7003, -2.4429], [-3.0321, 1.0957, -2.8826], [-1.6281, 0.2498, -4.7403], [-2.9481, -0.8720, -4.6677], [1.2507, 4.6074, -2.8982], [1.6990, 2.7361, -3.0482], [0.3920, 6.7079, -3.2132], [-1.8972, 8.3951, -2.7970], [-4.3983, 7.4380, -2.1264], [-2.7796, 3.1584, -2.2247], [0.5765, 2.0459, 0.3417], [-0.4012, -5.7827, -4.8769], [-0.7442, -6.6359, -5.8439], [-1.4003, -6.1643, -7.0948], [-1.6868, -6.9696, -7.9737], [-1.6866, -4.7269, -7.2232], [-1.3466, -3.8743, -6.2546], [-0.6658, -4.3424, -5.0162], [-0.3490, -3.5323, -4.1516], [-1.6151, -2.5225, -6.3676], [-0.5011, -7.9914, -5.7188], [0.0783, -6.1115, -3.9635], [-2.1799, -4.4001, -8.1296], [-1.2724, -2.1185, -5.5407], [-0.8383, -8.3945, -6.5483], [1.4963, 1.6836, 7.9642], [1.5180, 1.1887, 9.2033], [2.7140, 0.4748, 9.7303], [2.7115, 0.0476, 10.8795], [3.8667, 0.3052, 8.8320], [3.8434, 0.7971, 7.5918], [2.6583, 1.5348, 7.0746], [2.6736, 1.9914, 5.9364], [4.9223, 0.6389, 6.7414], [0.4286, 1.3224, 10.0444], [0.6345, 2.2066, 7.5691], [4.7224, -0.2311, 9.2217], [4.6622, 1.0828, 5.9048], [0.6910, 0.8839, 10.8829], [1.8107, -9.0981, -2.9892], [1.6441, -8.2791, -1.9489], [2.6756, -8.1654, -0.8809], [2.5030, -7.3902, 0.0531], [3.8774, -9.0068, -0.9912], [4.0422, -9.8283, -2.0298], [3.0236, -9.9212, -3.1114], [3.2118, -10.6719, -4.0629], [5.1681, -10.6238, -2.1383], [0.5054, -7.5042, -1.8259], [1.0700, -9.1889, -3.7738], [4.6109, -8.9275, -0.1990], [5.0534, -11.1254, -2.9749], [0.6229, -6.9982, -0.9926], [-3.0161, 9.7715, 1.4362], [-1.6980, 9.5718, 1.4963], [-0.8212, 10.4401, 2.3300], [0.3838, 10.2204, 2.3802], [-1.4489, 11.5477, 3.0675], [-2.7664, 11.7494, 3.0044], [-3.6463, 10.8643, 2.1928], [-4.8562, 11.0636, 2.1692], [-3.3624, 12.7901, 3.6928], [-1.0982, 8.5483, 0.7858], [-3.6654, 9.1466, 0.8360], [-0.7978, 12.1820, 3.6553], [-4.3206, 12.7237, 3.4876], [-0.1410, 8.6111, 0.9958], [8.3086, -8.5668, 3.6314], [7.3710, -8.9569, 2.7657], [7.4979, -8.6755, 1.3089], [6.6294, -9.0632, 0.5353], [8.6790, -7.9267, 0.8520], [9.6148, -7.5336, 1.7182], [9.5012, -7.8391, 3.1708], [10.3866, -7.4806, 3.9401], [10.7260, -6.8271, 1.2960], [6.2460, -9.6390, 3.1916], [8.2302, -8.7666, 4.6926], [8.7500, -7.7134, -0.2069], [11.2532, -6.6605, 2.1077], [5.7220, -9.8107, 2.3791], [-4.5943, -3.2039, -12.9234], [-4.5725, -3.6988, -11.6843], [-3.3766, -4.4127, -11.1573], [-3.3791, -4.8399, -10.0082], [-2.2239, -4.5823, -12.0556], [-2.2471, -4.0904, -13.2958], [-3.4323, -3.3527, -13.8130], [-3.4169, -2.8961, -14.9512], [-1.1683, -4.2486, -14.1463], [-5.6620, -3.5651, -10.8433], [-5.4561, -2.6809, -13.3185], [-1.3681, -5.1186, -11.6660], [-1.4284, -3.8048, -14.9829], [-5.3996, -4.0036, -10.0048]], "charge": -1, "total_energy_ev": -157062.447, "e_lumo_ev": -0.9, "fmax_ev_per_a": 6.43, "e_homo_ev": -5.18}